(1)
Entry from OMol25: a structure of composition C29H22Cl2F7LuN5O7S2 at a distorted geometry (wB97M-V/def2-TZVPD).

HOMO, eV: -10.516
Charge: +1
Gap between HOMO and LUMO, Ha: 0.262

Last column: Löwdin charge in e.
Atoms and positions in Å:
Lu: 1.049 1.688 0.070  1.741
F: 0.449 6.451 -1.866  0.149
C: 1.333 5.432 -1.874  -0.620
F: 2.365 5.766 -2.652  0.157
F: 1.803 5.121 -0.671  0.134
S: 0.393 3.921 -2.511  0.649
O: 0.081 3.307 -1.221  -0.429
O: -0.704 4.318 -3.293  -0.193
N: 1.392 2.955 -3.298  -0.283
S: 2.335 1.921 -2.475  0.717
O: 2.937 2.547 -1.273  -0.427
O: 1.552 0.692 -2.098  -0.386
C: 3.899 1.401 -3.512  -0.548
F: 3.494 0.840 -4.698  0.128
F: 4.622 2.508 -3.721  0.167
F: 4.625 0.487 -2.834  0.156
C: -5.429 2.317 4.330  -0.035
C: -5.603 1.805 2.907  -0.299
C: -6.549 0.582 2.832  -0.141
C: -6.808 0.371 1.371  -0.151
C: -5.517 0.127 0.677  -0.120
C: -5.611 -0.494 -0.559  0.075
C: -4.419 -0.506 -1.267  -0.209
F: -4.509 -0.593 -2.631  0.063
C: -3.147 -0.278 -0.738  0.097
C: -3.116 0.505 0.444  -0.062
C: -1.879 1.113 0.881  -0.225
O: -0.840 0.875 0.165  -0.220
C: -1.941 2.010 2.002  0.006
C: -3.179 2.265 2.586  0.091
N: -4.287 1.497 2.272  0.044
C: -4.288 0.694 1.130  -0.075
C: -0.670 2.540 2.679  -0.560
O: -0.797 3.210 3.678  0.096
O: 0.430 2.285 2.032  -0.230
H: -6.375 2.103 4.838  0.089
H: -5.207 3.424 4.323  0.107
H: -4.587 1.824 4.781  0.086
H: -6.057 2.582 2.231  0.171
H: -7.411 0.830 3.431  0.116
H: -6.069 -0.318 3.305  0.154
H: -7.349 1.267 1.026  0.140
H: -7.419 -0.546 1.159  0.143
H: -6.540 -0.822 -1.000  0.144
H: -2.227 -0.510 -1.228  0.119
H: -3.317 3.036 3.333  0.139
N: 3.077 -4.225 -2.388  0.136
C: 4.028 -5.218 -2.748  -0.165
C: 3.967 -6.244 -3.709  -0.045
C: 4.685 -7.399 -3.477  -0.083
C: 5.598 -7.526 -2.386  -0.090
C: 5.758 -6.517 -1.474  -0.017
C: 4.851 -5.399 -1.577  -0.184
N: 4.413 -4.458 -0.631  0.150
C: 3.423 -3.715 -1.163  -0.262
C: 2.750 -2.654 -0.367  -0.112
C: 1.407 -2.384 -0.402  -0.024
C: 0.892 -1.367 0.303  -0.106
N: 1.698 -0.437 0.979  -0.041
C: 2.963 -0.738 1.072  -0.151
C: 3.491 -1.873 0.519  0.021
H: 2.356 -3.750 -2.988  0.182
H: 3.361 -5.997 -4.596  0.117
H: 4.399 -8.252 -4.129  0.117
H: 6.097 -8.495 -2.199  0.116
H: 6.445 -6.606 -0.615  0.119
H: 0.708 -2.923 -1.064  0.141
H: -0.173 -1.164 0.215  0.104
H: 3.563 -0.081 1.709  0.114
H: 4.555 -2.099 0.654  0.134
Cl: 3.409 2.566 4.911  0.566
C: 2.877 3.485 3.520  -0.933
Cl: 3.561 2.983 1.881  0.517
H: 3.124 4.533 3.687  0.039
H: 1.810 3.403 3.405  -0.022



(2)
Entry from OMol25: a structure of composition C29H22FGeIrOS4 at a distorted geometry (wB97M-V/def2-TZVPD).

HOMO (spin up / spin down), eV: -0.108 / -1.149
Charge: -2
Gap between HOMO and LUMO (spin up / spin down), Ha: 0.162 / 0.200
2S+1: 5

Last column: Löwdin charge in e.
Atoms and positions in Å:
Ir: 0.069 -2.181 -1.546  0.704
O: 0.499 -9.131 -2.158  -0.133
C: 0.440 -7.923 -2.106  -1.097
S: -1.003 -6.980 -2.455  0.887
C: -0.327 -5.360 -2.177  -1.211
C: 0.978 -5.325 -1.813  -1.225
S: 1.940 -3.939 -1.476  0.362
S: 1.794 -6.893 -1.674  0.889
S: -1.387 -4.017 -2.398  0.372
C: -0.152 -1.524 0.443  -0.454
Ge: 0.208 0.150 1.284  0.883
C: 0.600 0.190 3.273  -0.252
C: 1.193 -0.896 3.906  -0.109
C: 1.413 -0.900 5.272  -0.112
C: 1.041 0.191 6.041  -0.125
C: 0.475 1.293 5.422  -0.113
C: 0.264 1.289 4.056  -0.131
C: 1.856 1.027 0.586  -0.269
C: 2.234 2.313 0.957  -0.124
C: 3.472 2.822 0.609  -0.116
C: 4.355 2.054 -0.133  -0.118
C: 3.982 0.779 -0.529  -0.091
C: 2.751 0.271 -0.157  -0.123
C: -1.236 1.566 1.228  -0.275
C: -1.265 2.569 0.266  -0.133
C: -2.353 3.415 0.140  -0.108
C: -3.434 3.293 0.996  -0.117
C: -3.415 2.315 1.978  -0.107
C: -2.336 1.457 2.072  -0.129
H: -0.724 -2.180 1.105  -0.089
H: 1.486 -1.749 3.307  0.100
H: 1.868 -1.759 5.750  0.092
H: 1.176 0.177 7.117  0.087
H: 0.193 2.155 6.016  0.090
H: -0.175 2.160 3.586  0.088
H: 1.544 2.926 1.526  0.092
H: 3.757 3.821 0.923  0.089
H: 5.338 2.439 -0.384  0.088
H: 4.653 0.174 -1.124  0.099
H: 2.458 -0.732 -0.450  0.067
H: -0.421 2.695 -0.399  0.099
H: -2.360 4.171 -0.636  0.098
H: -4.292 3.945 0.887  0.089
H: -4.247 2.229 2.668  0.092
H: -2.335 0.679 2.825  0.100
F: -4.252 1.751 -4.795  -0.014
C: -3.080 1.184 -4.341  -0.292
C: -2.807 1.180 -2.981  -0.029
C: -1.623 0.635 -2.546  -0.062
C: -0.694 0.045 -3.435  -0.349
C: 0.551 -0.490 -2.941  -0.280
C: -1.041 0.044 -4.804  -0.059
C: -2.204 0.626 -5.258  -0.051
H: -3.513 1.617 -2.285  0.107
H: -1.387 0.637 -1.492  0.073
H: 1.006 0.167 -2.191  0.019
H: 1.268 -0.724 -3.732  0.034
H: -0.360 -0.414 -5.508  0.102
H: -2.437 0.668 -6.313  0.101



(3)
Entry from OMol25: a structure of composition C29H23AuFINO5Te at a distorted geometry (wB97M-V/def2-TZVPD).

HOMO (spin up / spin down), eV: -10.843 / -10.843
Charge: +1
Gap between HOMO and LUMO (spin up / spin down), Ha: 0.173 / 0.173

Last column: Löwdin charge in e.
Atoms and positions in Å:
Au: -0.295 0.276 -0.994  1.072
C: 5.407 0.581 2.941  -0.037
C: 4.483 -0.177 3.885  -0.289
C: 4.354 0.565 5.204  -0.145
C: 3.327 -0.093 6.107  -0.117
C: 1.993 -0.094 5.416  -0.132
C: 0.814 0.030 6.110  0.072
C: -0.406 0.007 5.435  -0.250
F: -1.528 0.124 6.156  0.089
C: -0.481 -0.135 4.083  0.079
C: 0.711 -0.251 3.355  -0.049
C: 0.648 -0.395 1.906  -0.305
O: -0.446 -0.250 1.304  -0.076
C: 1.871 -0.737 1.265  -0.044
C: 3.043 -0.683 1.983  0.035
N: 3.126 -0.368 3.272  0.050
C: 1.945 -0.226 4.015  -0.060
C: 2.006 -1.210 -0.143  -0.541
O: 3.057 -1.613 -0.570  0.117
O: 0.910 -1.267 -0.933  -0.242
H: 6.302 0.874 3.490  0.093
H: 4.920 1.486 2.574  0.101
H: 5.732 -0.012 2.088  0.080
H: 4.895 -1.171 4.077  0.160
H: 4.062 1.601 5.006  0.138
H: 5.335 0.583 5.677  0.130
H: 3.253 0.428 7.061  0.126
H: 3.629 -1.122 6.323  0.136
H: 0.819 0.136 7.188  0.140
H: -1.430 -0.160 3.568  0.137
H: 3.964 -0.909 1.465  0.143
C: -2.099 -3.410 -2.221  -0.353
Te: -2.206 -1.287 -2.006  1.766
C: -1.269 -1.275 -3.906  -0.327
C: -1.589 -2.604 -4.534  -0.282
C: -1.439 -2.814 -5.900  -0.024
C: -1.805 -4.031 -6.453  -0.058
C: -2.339 -5.029 -5.647  -0.059
C: -2.475 -4.826 -4.284  -0.027
C: -2.066 -3.623 -3.717  -0.293
H: -2.936 -3.891 -1.718  0.069
H: -1.175 -3.740 -1.738  0.078
H: -0.200 -1.136 -3.741  0.074
H: -1.654 -0.412 -4.445  0.074
H: -1.053 -2.024 -6.531  0.123
H: -1.693 -4.194 -7.516  0.113
H: -2.648 -5.970 -6.083  0.112
H: -2.886 -5.606 -3.655  0.121
I: -4.601 7.880 -3.049  0.916
C: -3.851 5.972 -2.717  -0.734
C: -2.600 5.821 -2.133  -0.134
C: -2.099 4.547 -1.922  -0.009
C: -2.844 3.434 -2.300  -0.144
C: -4.095 3.596 -2.884  -0.005
C: -4.606 4.866 -3.088  -0.133
C: -2.312 2.065 -2.116  -0.554
O: -2.775 1.099 -2.719  -0.162
O: -1.309 1.955 -1.273  -0.194
H: -2.023 6.689 -1.846  0.097
H: -1.128 4.413 -1.466  0.119
H: -4.666 2.724 -3.172  0.123
H: -5.582 4.996 -3.534  0.098



Record-wise ΔE to the lowest compared entry with this formula, charge and spin values, in eV: 0.554; 0.000; 2.099
Record-wise energy values, in Ha: -5570.0498; -5067.3408; -2350.8812